C42H78Br2N9O3PSi2 | the ωB97M-V functional and the def2-TZVPD basis

Output
HOMO-LUMO gap	8.2	eV
F_max	7.2	eV/Å
charge	0

```
137
Properties=species:S:1:pos:R:3:forces:R:3:mulliken_charge:R:1
C -2.11126 -0.08970 4.84014 1.21 0.27 -0.93 -0.7858
C -1.21929 0.35526 3.87816 -0.19 -0.13 0.91 0.1767
Si -0.99425 -0.60091 2.23113 1.50 -1.33 1.77 0.0634
C -2.63812 -0.94990 1.33232 -0.94 0.29 -0.11 -0.2223
C -3.85383 -0.06847 1.77448 -0.99 0.12 -0.35 0.1105
O -3.79200 1.04432 2.24012 0.68 -0.83 -0.19 -0.4835
N -5.20982 -0.61679 1.56490 1.50 -0.98 -0.41 0.0266
C -5.63583 -1.42268 2.73218 -0.44 -0.16 0.47 -0.8942
C -5.26418 -1.49674 0.37772 -0.81 -0.64 -0.34 -0.8053
C -0.26905 -2.30272 2.73247 -0.56 -0.23 -0.94 -0.9199
C 0.96031 -2.76842 1.85061 0.99 -1.26 1.00 1.2089
C 2.23887 -2.83490 2.80255 0.04 -0.03 -0.34 -1.1184
C 0.69395 -4.23929 1.19657 1.01 5.01 1.99 -1.1379
O 0.18062 0.21846 1.28821 -2.04 1.10 -0.06 -0.4249
Si -0.33657 1.72686 0.71584 0.99 -1.35 0.27 0.6101
Br 0.06679 1.71013 -1.54065 -0.27 0.11 0.89 -0.3431
P 1.12785 3.22529 1.53757 2.18 0.79 -0.08 0.2091
O 2.19925 2.40233 2.57627 -2.50 0.07 -0.64 -0.3637
Br 0.00286 4.74166 2.77617 -0.21 -0.65 0.11 -0.2682
H -2.06054 -1.17817 5.10985 -1.33 0.83 -0.90 0.2678
H -2.80672 0.62357 5.35195 1.39 -0.73 0.45 0.2671
H -0.64863 1.30318 4.09884 -1.64 0.01 -0.90 0.0997
H -2.90559 -2.02551 1.55068 0.35 1.04 -0.21 0.3356
H -2.56652 -0.88355 0.21084 0.08 -0.02 0.96 0.4839
H -5.20902 -0.99847 3.67439 -0.47 -0.29 -0.73 0.3146
H -5.30114 -2.49524 2.64268 -0.15 0.94 0.14 0.2983
H -6.76310 -1.43242 2.79424 1.13 0.11 -0.02 0.2737
H -6.34960 -1.74907 0.20233 1.14 0.25 0.06 0.2944
H -4.86858 -1.02702 -0.55776 -0.34 -0.17 0.90 0.2219
H -4.73047 -2.48341 0.53595 -0.46 0.89 -0.19 0.2127
H -1.09615 -3.06054 2.58969 0.71 0.67 0.21 0.2358
H -0.05354 -2.30126 3.83615 -0.01 0.05 -1.10 0.3779
H 1.20714 -2.09760 0.98905 -0.35 -0.22 0.88 0.1723
H 2.90786 -3.69852 2.52503 -0.52 0.97 0.13 0.1434
H 2.82183 -1.87973 2.71717 -0.36 -0.80 0.24 0.2152
H 1.96087 -2.99195 3.88084 0.17 0.20 -1.01 0.2945
H 0.28487 -4.01953 0.17943 0.37 0.20 1.14 0.1993
H -0.04509 -4.77410 1.83253 1.03 1.10 -0.06 0.3198
H 1.68138 -4.75651 1.10582 -1.04 0.35 0.14 0.1513
H -1.73159 2.05320 1.01379 -0.24 -0.12 -0.23 -0.1115
H 1.66350 1.74200 3.05986 0.62 0.09 -0.02 0.2621
C 4.79073 3.79499 3.49107 0.13 -0.06 0.04 -1.1359
C 5.00924 5.15493 2.84061 -0.18 -0.09 0.23 -0.4058
C 6.03015 5.11541 1.69871 0.38 -0.11 0.48 0.0815
C 7.35177 4.66845 2.21167 0.01 0.10 -0.28 0.0542
N 8.37580 4.32245 2.61142 -0.48 0.14 -0.14 -0.4690
H 5.70717 3.41766 3.95216 0.03 0.07 -0.05 0.4625
H 4.03727 3.86618 4.27738 -0.02 -0.03 -0.09 0.3246
H 4.44801 3.06438 2.75779 0.02 0.06 0.06 0.1669
H 5.33868 5.86684 3.60317 0.02 0.05 -0.12 0.3892
H 4.05381 5.51801 2.45280 0.10 0.02 -0.12 0.1821
H 6.13734 6.10883 1.25773 0.13 -0.07 -0.03 0.2720
H 5.70104 4.43049 0.91614 0.06 0.00 0.08 0.0547
C 0.08545 -9.44899 -0.74098 0.01 -0.06 0.03 -1.0877
C -1.30181 -8.85293 -0.95415 0.15 -0.29 0.07 -0.4388
C -1.25854 -7.40404 -1.44688 0.11 0.18 0.53 -0.4739
C -0.56744 -6.54638 -0.44766 -0.08 0.29 -0.17 0.2003
N -0.02784 -5.87537 0.32892 -1.86 -6.13 -3.24 -0.3273
H 0.63959 -8.91138 0.03108 -0.02 0.04 -0.07 0.3227
H 0.00642 -10.48885 -0.41866 0.02 0.03 -0.05 0.3165
H 0.66948 -9.42311 -1.66462 0.00 0.00 0.06 0.2954
H -1.85970 -8.90727 -0.01544 -0.05 0.08 -0.09 0.2920
H -1.84211 -9.46067 -1.68445 -0.05 0.13 0.00 0.3078
H -2.27251 -7.02748 -1.59747 0.09 0.09 0.00 0.2811
H -0.72830 -7.33857 -2.39969 0.02 0.06 0.07 0.2753
C -7.41499 0.61958 -3.03118 0.02 0.03 0.02 -1.2386
C -6.52821 -0.06237 -4.06845 -0.08 0.35 0.18 -0.0448
C -6.99033 -1.48044 -4.40936 0.24 -0.13 0.48 -0.4863
C -6.96306 -2.33209 -3.19165 -0.11 -0.15 -0.25 0.2583
N -6.94062 -2.98946 -2.24544 0.02 0.34 -0.40 -0.4459
H -7.39994 0.08824 -2.07687 -0.03 -0.02 -0.05 0.2723
H -7.06476 1.63595 -2.84134 -0.05 -0.03 -0.02 0.3375
H -8.45050 0.67625 -3.37693 0.03 0.01 0.04 0.3471
H -5.50096 -0.08933 -3.69465 -0.01 -0.09 -0.12 0.0585
H -6.52186 0.53802 -4.98113 0.07 -0.16 -0.04 0.3252
H -6.33300 -1.91819 -5.16319 -0.04 -0.06 0.07 0.2899
H -8.00555 -1.46694 -4.81174 0.02 -0.07 0.09 0.3232
C 3.15527 7.77292 -0.99134 0.02 -0.05 0.07 -1.2914
C 4.07111 7.09654 -2.00711 -0.32 0.33 0.39 -0.3592
C 3.60759 5.68533 -2.37579 0.11 -0.06 0.57 0.3176
C 3.58903 4.82231 -1.16754 -0.11 -0.18 -0.30 0.1419
N 3.57610 4.15597 -0.22734 0.26 0.36 -0.50 -0.4041
H 3.13562 7.23164 -0.04206 -0.06 -0.02 -0.04 0.2348
H 3.50601 8.78457 -0.78009 -0.04 -0.03 -0.05 0.3900
H 2.13160 7.84009 -1.36951 0.03 0.00 0.05 0.3381
H 5.08524 7.05908 -1.60135 -0.01 -0.05 -0.16 0.3398
H 4.11019 7.70306 -2.90742 -0.03 -0.12 0.09 0.3512
H 4.28370 5.24798 -3.11243 -0.06 -0.11 0.08 -0.3560
H 2.60524 5.71185 -2.80973 0.01 -0.07 0.08 0.3300
C -7.90156 -3.63347 5.87644 -0.04 0.04 0.00 -1.1255
C -7.80842 -4.76712 4.86075 -0.21 0.24 0.10 -0.4073
C -6.51470 -5.57667 4.98812 0.20 0.47 -0.22 -0.4650
C -5.33950 -4.69672 4.76310 0.09 -0.31 0.08 0.2978
N -4.43151 -4.00981 4.58818 -0.40 -0.27 0.07 -0.4131
H -7.10309 -2.90150 5.73646 0.02 -0.07 0.02 0.3003
H -8.84954 -3.10365 5.76796 0.03 -0.04 0.04 0.3188
H -7.84157 -4.01664 6.89841 0.00 0.05 -0.03 0.3482
H -7.88460 -4.34851 3.85347 0.04 -0.12 0.01 0.2724
H -8.66130 -5.43687 4.99537 0.11 -0.07 -0.06 0.3188
H -6.50064 -6.38181 4.25135 0.14 0.03 0.04 0.2808
H -6.43853 -6.02510 5.98097 0.09 0.05 -0.04 0.3010
C 6.30698 -1.39662 2.07136 -0.03 0.05 -0.02 -1.1169
C 6.39631 -1.97808 3.47797 -0.08 0.29 -0.14 -0.3399
C 6.97260 -3.39731 3.50182 -0.53 -0.08 -0.22 -0.4562
C 6.10869 -4.31072 2.71065 0.26 -0.15 0.12 0.2700
N 5.43924 -5.01758 2.09515 0.25 0.34 0.25 -0.4395
H 5.63359 -1.97841 1.43804 0.05 -0.03 0.04 0.3254
H 5.91916 -0.37689 2.10612 0.06 -0.03 -0.01 0.2441
H 7.29056 -1.36995 1.59486 -0.05 0.01 0.00 0.3758
H 5.39892 -1.97697 3.92625 0.08 -0.08 0.05 0.2285
H 7.02531 -1.32892 4.09219 0.00 -0.12 0.04 0.3335
H 7.02842 -3.76326 4.52863 0.00 -0.11 -0.09 0.2877
H 7.98110 -3.40944 3.08287 -0.07 -0.07 -0.04 0.2944
C 7.58761 6.59716 -7.24331 0.04 0.01 -0.03 -1.1538
C 7.24253 5.46155 -6.28602 0.26 0.08 -0.23 -0.5182
C 5.88538 5.65043 -5.60229 0.30 0.41 0.28 -0.3322
C 5.88662 6.90449 -4.80340 -0.18 -0.08 -0.07 0.3890
N 5.88851 7.87870 -4.18730 0.30 -0.48 -0.61 -0.5567
H 7.67264 7.55202 -6.72044 -0.06 -0.04 0.00 0.3529
H 8.54659 6.40653 -7.72789 -0.07 0.00 -0.01 0.3385
H 6.82744 6.69808 -8.02233 0.05 0.02 0.02 0.2953
H 8.02876 5.38249 -5.53069 -0.12 -0.06 0.03 0.3113
H 7.23332 4.51951 -6.83956 -0.09 -0.01 0.12 0.3334
H 5.67818 4.80781 -4.93975 -0.05 0.09 0.02 0.2413
H 5.08573 5.70230 -6.34450 0.00 0.08 0.08 0.3113
C -2.84766 3.11415 -6.43219 -0.03 0.05 -0.01 -1.1829
C -2.76447 2.55236 -5.01686 -0.06 0.29 -0.16 -0.3362
C -2.21603 1.12344 -4.97414 -0.52 -0.08 -0.19 -0.0964
C -3.10126 0.21524 -5.74691 0.27 -0.17 0.13 0.1685
N -3.78913 -0.49230 -6.34121 0.20 0.34 0.27 -0.4817
H -3.53441 2.53648 -7.05462 0.07 -0.03 0.02 0.3399
H -3.21522 4.14165 -6.41169 0.06 -0.03 -0.01 0.3481
H -1.86563 3.11417 -6.91237 -0.05 0.00 -0.01 0.3052
H -3.75994 2.57983 -4.56502 0.09 -0.07 0.07 0.2265
H -2.12055 3.19794 -4.41469 -0.01 -0.14 0.07 0.3132
H -2.16306 0.77244 -3.94163 0.02 -0.10 -0.08 0.0990
H -1.20960 1.08620 -5.39655 -0.07 -0.08 -0.02 0.3127
```
Forces are in eV/Å.